15
Properties=species:S:1:pos:R:3 method="wB97M-V/def2-TZVPD" e_homo_ev=-14.184 orbital_gap_ev=10.53 total_charge=+1
C -0.728 1.417 -0.288
C 0.583 1.588 0.417
C 0.814 -0.253 -0.175
C 0.475 -1.406 0.740
N -0.402 0.172 -1.036
Br 1.778 2.825 -0.512
H -1.497 1.115 0.527
H -1.005 2.289 -1.072
H 0.533 1.626 1.421
H 1.763 -0.564 -0.717
H -0.206 -1.128 1.396
H 1.413 -1.727 1.381
H 0.222 -2.274 0.245
H -0.930 -0.689 -1.191
H 0.040 0.222 -1.949

16
Properties=species:S:1:pos:R:3 method="wB97M-V/def2-TZVPD" e_homo_ev="-9.488 / -9.487" orbital_gap_ev="8.44 / 8.43" total_charge=0
C 0.390 -0.388 -1.317
C -0.534 -1.011 0.932
C 0.360 1.253 0.513
C 0.487 -0.147 0.149
O 2.060 -2.619 0.093
S 2.121 -0.714 0.839
Br 3.546 0.476 -0.406
H -0.284 0.398 -1.619
H 1.226 -0.191 -1.923
H 0.121 -1.350 -1.572
H -0.470 -0.939 2.058
H -0.420 -2.055 0.701
H -1.579 -0.924 0.628
H -0.048 1.122 1.509
H 1.246 1.994 0.518
H -0.472 1.713 -0.022

Number 1: E -75816.6785 eV, F_max 6.18 eV Å⁻¹. Number 2: E -87215.0116 eV, F_max 5.39 eV Å⁻¹.